--- a ---
# C4H8O4

One molecule with the formula C4H8O4 (ωB97M-V/def2-TZVPD, the OMol25 dataset).

Each line ends with the Mulliken charge.
Atoms and positions in Å:
C: 0.42920 1.01623 0.27992  0.635
C: -0.63720 1.93349 0.71292  -1.128
C: 0.25835 -1.55115 0.95199  -1.268
C: 0.11938 -0.63668 -0.26221  1.067
O: 1.59769 1.30769 0.14136  -0.568
O: 1.11621 -1.12683 -1.18827  -0.599
O: -0.97798 0.13454 -2.06301  -0.387
O: -1.03431 -0.75895 -0.94663  -0.276
H: -1.27412 1.41704 1.49282  0.280
H: -1.36105 2.07498 -0.18352  0.244
H: -0.12428 2.72953 1.07967  0.422
H: -0.49098 -2.46526 0.82817  0.303
H: 1.26827 -1.90534 1.08045  0.345
H: -0.03783 -0.98449 1.80839  0.332
H: 1.94674 -0.95143 -0.78604  0.308
H: -0.79808 -0.23339 -2.94599  0.290

Computed properties:
SMILES	CC(=O)[C@](C)(O)OO
multiplicity	1
HOMO level	-9.16	eV



--- b ---
# C4H8O4

A 2-piece molecular cluster, C4H8O4 overall (ωB97M-V/def2-TZVPD, the OMol25 dataset).

Each line ends with the Mulliken charge.
Atoms and positions in Å:
C: 1.68149 -0.11141 0.62043  -1.205
C: 0.57260 0.88889 0.43959  0.192
O: 0.30778 1.16928 -0.97876  -0.436
C: -1.12718 0.94013 -0.77136  0.324
O: -2.03153 1.46418 -1.34983  -0.532
C: -0.87481 0.37429 0.62779  0.164
O: -1.10334 -0.99942 0.66406  -0.535
H: 1.51878 -0.99945 -0.00381  0.218
H: 2.64609 0.33665 0.35158  0.361
H: 1.71972 -0.41959 1.67487  0.325
H: 0.77180 1.83352 0.95932  0.360
H: -1.42649 0.93056 1.39773  0.423
H: -1.20316 -1.30700 1.56957  0.322
O: -0.75249 -1.48557 -2.01836  -0.660
H: 0.15774 -0.93217 -2.11091  0.338
H: -0.85699 -1.68289 -1.07192  0.340

Computed properties:
SMILES	C[C@H]1OC(=O)[C@H]1O.O
multiplicity	1
HOMO level	-10.73	eV



Question: which arrangement is favored energetically? Ranking from most to least stable: b, a.



--- a ---
# C2H2FP

One molecule with the formula C2H2FP (ωB97M-V/def2-TZVPD, the OMol25 dataset).

Each line ends with the Mulliken charge.
Atoms and positions in Å:
C: -0.61515 -0.70748 1.51197  0.290
C: -0.02241 -0.24241 0.30244  -0.470
F: -1.97325 -0.43671 2.19908  -0.264
P: 0.61202 -1.83575 1.35615  -0.001
H: -0.51686 -0.59526 -0.67002  0.190
H: 0.82110 0.51887 -0.01187  0.256

Computed properties:
SMILES	FC1=PC1
multiplicity	1
HOMO level	-9.38	eV



--- b ---
# C2H2FP

One molecule with the formula C2H2FP (ωB97M-V/def2-TZVPD, the OMol25 dataset).

Each line ends with the Mulliken charge.
Atoms and positions in Å:
C: 1.03569 0.95686 -0.92806  -0.006
C: -0.77556 -0.45750 0.31962  -0.419
F: 1.94451 1.07596 -0.01804  -0.066
P: 0.31250 -0.67025 -0.94581  0.011
H: -1.48113 -1.30591 0.52824  0.250
H: -1.03601 0.40084 1.04404  0.232

Computed properties:
SMILES	C=P#CF
multiplicity	1
HOMO level (alpha / beta)	-8.75 / -8.75	eV



Question: which arrangement is favored energetically? Ranking from most to least stable: a, b.



--- a ---
# C5H3N

C5H3N as an isolated structure (ωB97M-V/def2-TZVPD, the OMol25 dataset).

Each line ends with the Mulliken charge.
Atoms and positions in Å:
C: -0.87879 -0.02587 0.08626  0.132
C: -0.45876 -1.32315 -0.01951  -0.380
C: 0.60914 1.17705 -0.35037  -0.330
C: -0.33640 1.13714 0.84284  -0.154
C: 0.30952 -1.57727 -1.10776  -0.200
N: 0.45359 -0.09052 -0.78633  0.129
H: -1.00641 1.98462 0.96147  0.249
H: 0.20291 0.93533 1.77154  0.268
H: 1.10520 -2.21732 -1.39813  0.286

Computed properties:
multiplicity	3
HOMO level (alpha / beta)	-6.50 / -8.29	eV



--- b ---
# C5H3N

One molecule with the formula C5H3N (ωB97M-V/def2-TZVPD, the OMol25 dataset).

Each line ends with the Mulliken charge.
Atoms and positions in Å:
C: -0.03664 0.08412 0.08782  -0.185
C: 1.25902 0.30136 -0.30209  -0.548
C: 0.18747 -1.14935 -1.79567  0.657
C: -0.66313 -0.82690 -0.78925  -0.756
C: 1.64814 -0.37180 -1.47150  0.042
N: 1.17141 -1.14974 -2.58462  -0.475
H: -0.38045 0.68461 0.94484  0.376
H: 1.78390 1.00691 0.11939  0.510
H: -1.62138 -1.29747 -0.68701  0.380

Computed properties:
multiplicity	3
HOMO level (alpha / beta)	-6.34 / -9.43	eV



Question: which arrangement is favored energetically? Ranking from most to least stable: b, a.



--- a ---
# C2H2BrN3

One molecule with the formula C2H2BrN3 (ωB97M-V/def2-TZVPD, the OMol25 dataset).

Each line ends with the Mulliken charge.
Atoms and positions in Å:
C: 1.32127 0.80929 0.09103  0.335
C: -0.60628 -0.25426 -0.03174  0.310
N: 2.42350 0.74522 0.37430  -0.333
N: 0.21739 -1.72164 0.02747  -0.486
N: 0.06597 0.89020 -0.20658  -0.212
Br: -2.47244 0.11365 0.15853  -0.129
H: -0.48241 -2.38617 -0.20960  0.208
H: -0.46702 1.80372 -0.20342  0.307

Computed properties:
SMILES	[H]/N=C(\Br)NC#N
multiplicity	1
HOMO level (alpha / beta)	-9.31 / -9.32	eV



--- b ---
# C2H2BrN3

A 2-piece molecular cluster, C2H2BrN3 overall (ωB97M-V/def2-TZVPD, the OMol25 dataset).

Each line ends with the Mulliken charge.
Atoms and positions in Å:
C: -0.06604 1.09784 0.66339  0.324
C: -0.48206 -0.26612 -0.88030  -0.098
N: -0.42279 1.99057 1.27613  -0.326
N: 1.39521 -0.70321 0.64449  -0.819
N: 0.39496 -0.01707 0.06297  0.446
Br: -0.30649 -1.90120 -2.06667  -0.109
H: 1.40449 -0.45374 1.67272  0.228
H: -1.91729 0.25294 -1.37272  0.355

Computed properties:
multiplicity	1
HOMO level (alpha / beta)	-8.97 / -8.94	eV



Question: which arrangement is favored energetically? Ranking from most to least stable: a, b.



--- a ---
# C6H8N2O4

One molecule with the formula C6H8N2O4 (ωB97M-V/def2-TZVPD, the OMol25 dataset).

Each line ends with the Mulliken charge.
Atoms and positions in Å:
C: -1.42737 0.74929 -0.62039  0.184
C: -0.15306 0.65798 -1.39929  -0.521
C: 1.11379 0.67353 -0.49269  -0.839
C: 1.49893 -0.52938 0.38491  -0.289
C: 0.49046 -1.04153 1.37659  -0.762
C: -0.62827 -1.68834 0.68931  0.013
N: -1.00962 -2.51534 -0.05331  0.505
N: -1.24865 1.83529 0.43912  1.021
O: -1.01629 2.93189 -0.02252  -0.530
O: -2.47856 0.18222 -0.73760  -0.445
O: -1.82496 -3.04837 -0.79572  -0.622
O: -1.28341 1.56931 1.62198  -0.558
H: -0.22709 -0.15358 -1.97131  0.458
H: -0.06728 1.68796 -2.02060  0.315
H: 2.04754 0.96784 -1.21370  0.313
H: 1.09721 1.58063 0.11800  0.481
H: 1.64658 -1.31005 -0.39661  0.301
H: 2.47065 -0.19435 0.90413  0.267
H: 0.83231 -1.88905 1.96176  0.347
H: 0.16711 -0.46596 2.22792  0.361

Computed properties:
SMILES	O=C(CCCCC#[N+][O-])[N+](=O)[O-]
multiplicity	1
HOMO level	-9.53	eV



--- b ---
# C6H8N2O4

A 2-piece molecular cluster, C6H8N2O4 overall (ωB97M-V/def2-TZVPD, the OMol25 dataset).

Each line ends with the Mulliken charge.
Atoms and positions in Å:
C: 0.53488 -1.16143 3.23214  -1.110
C: 0.26401 0.24748 2.91322  0.466
C: -0.07006 1.32703 2.47471  0.021
C: -0.39265 2.41189 1.54212  0.355
C: 0.59473 -1.66484 -2.78205  0.613
C: 0.49569 -1.06918 -1.39940  -0.214
H: 0.61346 -1.34963 4.29859  0.356
H: 1.47862 -1.50236 2.77629  0.274
H: -0.28247 -1.75882 2.81506  0.252
H: -1.67855 2.83110 0.25689  0.309
H: 1.75812 -2.74211 -3.99139  0.258
H: 2.39498 -2.68529 -2.41944  0.215
H: 1.28149 -1.21399 -0.63661  0.259
H: -1.57972 0.30167 0.20268  0.408
N: 1.77448 -2.27863 -3.10046  -0.418
N: -0.62250 -0.51051 -1.16482  -0.333
O: -1.50464 2.07624 0.86053  -0.434
O: 0.22426 3.42625 1.35955  -0.508
O: -0.35275 -1.67495 -3.53683  -0.572
O: -0.94304 -0.44033 0.15055  -0.197

Computed properties:
SMILES	NC(=O)/C=N/O.CC#CC(=O)O
multiplicity	1
HOMO level	-9.67	eV



Question: which arrangement is favored energetically? Ranking from most to least stable: b, a.



--- a ---
# C3H4N2

One molecule with the formula C3H4N2 (ωB97M-V/def2-TZVPD, the OMol25 dataset).

Each line ends with the Mulliken charge.
Atoms and positions in Å:
C: -1.54394 -0.83692 0.00429  -0.928
C: -1.02504 0.58266 -0.00172  0.110
C: 1.16824 0.12053 0.01885  0.436
H: -2.23017 -0.95912 -0.82793  0.277
H: -2.09388 -0.98026 0.93279  0.266
H: -0.70476 -1.52173 -0.09002  0.334
H: -1.78823 1.36236 -0.08388  0.380
N: 0.12821 1.02623 0.00655  -0.462
N: 2.04628 -0.61178 -0.01505  -0.414

Computed properties:
SMILES	C/C=N\C#N
multiplicity	1
HOMO level	-10.71	eV



--- b ---
# C3H4N2

A 2-piece molecular cluster, C3H4N2 overall (ωB97M-V/def2-TZVPD, the OMol25 dataset).

Each line ends with the Mulliken charge.
Atoms and positions in Å:
C: -1.08118 1.55196 -0.43944  -0.075
C: -0.52893 0.55557 0.00482  -0.333
C: 0.48242 -0.54623 0.16886  -0.839
N: -3.16648 0.09029 0.49516  -0.013
N: -3.43150 -0.67769 -0.25049  -0.014
H: -1.66284 2.36907 -0.54345  0.471
H: 0.99821 -0.37381 1.07017  0.280
H: 1.10981 -0.42680 -0.66454  0.272
H: -0.08937 -1.53512 0.12630  0.251

Computed properties:
SMILES	C#CC.N#N
multiplicity	1
HOMO level	-9.84	eV



--- c ---
# C3H4N2

C3H4N2 as an isolated structure (ωB97M-V/def2-TZVPD, the OMol25 dataset).

Each line ends with the Mulliken charge.
Atoms and positions in Å:
N: 1.74891 0.86797 -0.52505  -0.221
C: 1.81509 -0.38278 -0.15508  -0.445
C: 0.42446 0.02521 -0.01651  0.486
C: -0.95516 -0.34783 -0.30099  -0.325
N: -0.50570 0.17221 1.02593  -0.502
H: 0.68440 1.30757 -0.53694  0.309
H: -1.63850 0.31814 -0.82083  0.220
H: -1.18039 -1.40960 -0.40677  0.239
H: -0.39312 -0.55089 1.73623  0.238

Computed properties:
multiplicity	1
HOMO level	-9.20	eV



Question: which arrangement is favored energetically? Ranking from most to least stable: a, b, c.



--- a ---
# C3H4N2

One molecule with the formula C3H4N2 (ωB97M-V/def2-TZVPD, the OMol25 dataset).

Each line ends with the Mulliken charge.
Atoms and positions in Å:
N: -0.74637 0.66121 0.10759  -0.199
C: 0.63796 0.73669 0.06129  -0.181
C: 1.05455 -0.55497 0.07408  -0.399
N: -0.02601 -1.41202 0.06649  -0.508
C: -1.08554 -0.64706 0.01536  -0.089
H: -0.92180 1.42548 -0.53579  0.280
H: 1.14091 1.69727 0.13335  0.363
H: 2.06199 -0.93478 0.10437  0.376
H: -2.11570 -0.97184 -0.02675  0.357

Computed properties:
SMILES	c1c[nH]cn1
multiplicity	1
HOMO level	-9.14	eV



--- b ---
# C3H4N2

One molecule with the formula C3H4N2 (ωB97M-V/def2-TZVPD, the OMol25 dataset).

Each line ends with the Mulliken charge.
Atoms and positions in Å:
N: 0.74977 -0.28024 0.47270  -0.035
C: 0.11974 -1.11300 -0.44324  -0.315
C: -1.02473 -0.53849 -0.92575  -0.606
N: -1.00088 0.70543 -0.25709  -0.118
C: 0.07872 0.86627 0.56713  -0.189
H: 1.53510 -0.55513 1.04426  0.202
H: 0.55668 -2.04058 -0.76238  0.364
H: -1.38485 1.30621 -0.96373  0.337
H: 0.37045 1.64953 1.26809  0.360

Computed properties:
multiplicity	1
HOMO level	-7.86	eV



--- c ---
# C3H4N2

One molecule with the formula C3H4N2 (ωB97M-V/def2-TZVPD, the OMol25 dataset).

Each line ends with the Mulliken charge.
Atoms and positions in Å:
C: 0.26904 -0.80029 0.84308  -0.368
C: 1.01625 -0.48033 -0.35846  -0.196
C: -0.91925 -0.03784 0.80922  -0.217
H: 0.41754 -1.59555 1.62192  0.295
H: 1.95936 -0.97330 -0.77957  0.336
H: -1.05782 1.57384 -0.63171  0.271
H: -1.69495 0.33215 1.48373  0.356
N: 0.45975 0.54575 -1.02235  -0.673
N: -0.71981 0.67905 -0.32871  0.197

Computed properties:
SMILES	c1cn[nH]c1
multiplicity	1
HOMO level	-9.39	eV



Question: which arrangement is favored energetically? Ranking from most to least stable: a, c, b.



--- a ---
# C3H4N2

One molecule with the formula C3H4N2 (ωB97M-V/def2-TZVPD, the OMol25 dataset).

Each line ends with the Mulliken charge.
Atoms and positions in Å:
C: -1.79646 1.98660 -0.37469  0.054
C: -0.07327 -0.08043 0.62321  -0.254
C: -0.32961 0.80193 -0.46271  -0.008
N: -2.73959 2.59897 -0.26069  -0.363
N: -0.77611 -0.55076 -0.53921  -0.488
H: 1.03687 -0.32173 0.66875  0.255
H: -0.84493 0.11850 1.37673  0.259
H: 0.29940 1.38798 -1.13209  0.322
H: -0.42758 -1.30153 -1.13795  0.224

Computed properties:
SMILES	N#C[C@H]1CN1
multiplicity	1
HOMO level	-10.50	eV



--- b ---
# C3H4N2

One molecule with the formula C3H4N2 (ωB97M-V/def2-TZVPD, the OMol25 dataset).

Each line ends with the Mulliken charge.
Atoms and positions in Å:
N: 2.51916 0.55387 -0.58723  -0.356
C: 1.67394 -0.14444 -0.20400  -0.083
C: 0.28466 0.28398 -0.05952  0.307
C: -1.00795 -0.37050 -0.25987  -0.334
N: -0.61691 0.15533 1.05624  -0.522
H: 0.34457 1.29554 -0.43606  0.267
H: -1.70755 0.26118 -0.80013  0.215
H: -1.12681 -1.43864 -0.39969  0.262
H: -0.36311 -0.59633 1.69025  0.244

Computed properties:
SMILES	N#C[C@H]1CN1
multiplicity	1
HOMO level	-10.07	eV



Question: which arrangement is favored energetically? Ranking from most to least stable: b, a.